Entry 1:
ORCA calculation (ωB97M-V/def2-TZVPD) on 2 unconnected molecules or ions with the total composition C4H10NO4P at a distorted geometry.

Cartesian coordinates (Å):
H  0.58379  2.59785  1.61720
C  3.51977  0.50103  1.04244
P  2.62217  1.93178  0.29522
C  -4.38611  -1.93074  -1.58011
H  -2.44722  -1.10471  -1.09279
O  0.69161  0.54018  1.41762
N  -0.36775  -0.13128  0.74100
O  -5.10134  -1.06129  -1.03130
H  -3.02582  -2.32212  0.06401
H  3.24047  3.17553  0.54187
H  3.20130  0.30776  2.06417
C  0.85169  1.84163  0.87851
H  3.20103  -0.36195  0.45054
H  0.20860  1.96455  0.00155
H  2.59409  1.69152  -1.10282
O  0.03116  -0.64078  -0.21456
H  4.60111  0.58455  0.94889
H  -2.39090  -2.82760  -1.51511
O  -4.65801  -2.69555  -2.52990
C  -2.96966  -2.06036  -0.99645

Cartesian forces (eV/Å) of the 2 atoms listed first:
0.316 0.104 -0.031
-0.360 0.261 -0.628

Properties
E_LUMO	-2.23	eV
HOMO	-5.579	eV
charge	0
ΔE to the lowest compared entry with this formula, charge and spin	87.3	kcal/mol

Entry 2:
ORCA calculation (ωB97M-V/def2-TZVPD) on a gas-phase ion, C4H10NOS (charge -1) at a distorted geometry.

Cartesian coordinates (Å):
H  -1.58980  1.20308  1.54581
N  0.41608  1.29925  0.69366
H  -1.59646  1.47179  -0.10747
H  1.74824  -1.72617  0.15769
H  -1.30730  -2.01705  -0.84904
H  0.37847  0.41614  -2.36652
S  -0.25474  -2.65622  -0.33131
H  1.80805  -0.48274  -1.81794
H  0.56217  -1.34157  1.50353
O  -0.97142  3.16359  0.94012
H  0.89246  2.00301  0.14280
H  -0.62624  -0.13933  -0.31605
C  -0.99730  1.88564  0.81416
C  0.78344  -1.28633  0.44360
C  0.43131  0.09862  -0.13976
H  1.79352  1.09045  -1.28591
C  1.07960  0.29395  -1.54663

Cartesian forces (eV/Å) of the 2 atoms listed first:
0.913 0.715 0.491
0.363 -1.290 -0.539

Properties
E_LUMO	3.11	eV
HOMO	-2.605	eV
SMILES	C[C@@H](CS)NC[O-]
charge	-1
ΔE to the lowest compared entry with this formula, charge and spin	80.4	kcal/mol

Entry 3:
ORCA calculation (ωB97M-V/def2-TZVPD) on a gas-phase ion, C4H10NOS (charge -1) at a distorted geometry.

Cartesian coordinates (Å):
H  -1.33697  0.12201  -2.76155
C  -0.03322  -0.50046  -0.53108
H  0.36095  -0.56267  -1.58491
S  2.37465  -0.21635  2.70393
H  2.01843  0.54682  0.01576
H  1.85973  -1.25087  0.01595
C  1.24434  -0.28875  0.24085
N  -1.27545  0.29342  -0.53878
H  -0.85425  1.22696  -0.62005
H  -0.17511  -1.58959  -0.17921
H  0.05496  -0.67839  1.95118
C  -2.07178  0.45646  -1.99962
H  0.44470  0.94950  1.82307
H  -2.67085  -0.45684  -1.87071
O  -2.78011  1.49018  -2.09673
H  1.98576  0.48547  3.76978
C  0.85423  -0.02690  1.66212

Cartesian forces (eV/Å) of the 2 atoms listed first:
0.846 0.735 -0.308
-0.277 -2.402 -2.583

Properties
E_LUMO	2.82	eV
HOMO	-2.784	eV
SMILES	[O-]CNCCCS
charge	-1
ΔE to the lowest compared entry with this formula, charge and spin	90.1	kcal/mol

Entry 4:
ORCA calculation (ωB97M-V/def2-TZVPD) on a gas-phase ion, C4H10NOS (charge -1) at a distorted geometry.

Cartesian coordinates (Å):
N  1.52798  -0.70579  0.04464
H  -1.71368  0.41785  0.40765
C  0.63886  0.82786  1.79281
H  2.27772  -0.25581  0.61557
H  0.66459  1.09282  -0.36766
C  -1.13892  -0.57870  -1.38143
S  -1.38254  0.91521  -2.38448
H  -0.69369  0.49151  -3.44872
H  0.05579  1.79184  1.76917
C  0.48584  0.29044  0.33376
C  -0.93454  -0.26811  0.08409
H  -0.81864  -1.15313  0.69722
H  1.37159  -1.48138  0.69719
H  -1.90270  -1.34540  -1.52689
O  1.92040  1.00831  2.13037
H  -0.36104  -1.17364  -1.86839
H  0.00299  0.12611  2.40509

Cartesian forces (eV/Å) of the 2 atoms listed first:
0.270 -0.005 0.909
-0.039 -0.040 0.457

Properties
E_LUMO	3.09	eV
HOMO	-2.692	eV
SMILES	N[C@H](C[O-])CCS
charge	-1
ΔE to the lowest compared entry with this formula, charge and spin	62.1	kcal/mol

Entry 5:
ORCA calculation (ωB97M-V/def2-TZVPD) on 2 unconnected molecules or ions with the total composition C4H10NP at a distorted geometry.

Cartesian coordinates (Å):
N  -0.77579  1.62741  -1.18820
H  -1.42193  3.28068  0.04980
H  -1.27571  3.68638  -1.55367
H  2.03511  -2.72621  -0.29430
C  -0.79211  3.01173  -0.83788
H  0.09054  1.45368  -1.54934
C  0.35319  -1.35165  0.12174
H  0.12636  3.51454  -0.68977
C  -0.82481  -1.14057  1.02088
H  0.02877  -1.25877  -1.05113
H  -0.75993  -1.75915  1.93560
H  2.17217  -1.76465  1.11054
P  0.36446  0.26061  0.77103
H  -1.83384  -1.20388  0.58745
H  1.09216  -3.27488  1.02670
C  1.42136  -2.35528  0.54054

Cartesian forces (eV/Å) of the 2 atoms listed first:
-2.188 -0.502 2.385
0.458 -0.806 -0.350

Properties
E_LUMO (spin up / spin down)	-0.39 / -0.19	eV
HOMO (spin up / spin down)	-8.987 / -7.962	eV
charge	0
ΔE to the lowest compared entry with this formula, charge and spin	84.1	kcal/mol

Entry 6:
ORCA calculation (ωB97M-V/def2-TZVPD) on 2 unconnected molecules or ions with the total composition C4H10NPS at a distorted geometry.

Cartesian coordinates (Å):
C  -2.06588  1.41382  0.39522
H  -2.09040  2.22611  1.03248
H  2.40861  -2.43998  -2.17104
H  1.23966  1.11506  1.40016
H  -2.50411  1.51366  -0.63959
C  1.88898  -1.69556  -1.61385
C  0.15923  0.95233  1.56369
H  -0.73032  0.32674  -1.67834
H  0.11481  -0.15097  1.87432
P  0.41069  -2.17650  -0.65507
S  1.08558  -2.35553  1.22463
H  -2.62146  0.64095  0.85728
C  -0.74410  0.83885  0.28682
H  2.60867  -1.08105  -1.02896
H  1.34774  -1.02598  -2.40945
N  -0.27955  0.15627  -0.68452
H  -0.22816  1.74178  2.24624

Cartesian forces (eV/Å) of the 2 atoms listed first:
-0.707 -0.788 -2.979
-0.273 1.995 0.847

Properties
E_LUMO	-0.19	eV
HOMO	-7.875	eV
SMILES	CC(C)=N.CP=S
charge	0
ΔE to the lowest compared entry with this formula, charge and spin	24.4	kcal/mol